1.
The following is a quantum chemistry calculation of a cluster of 2 separate species, C4H10NO3 in total, from the OMol25 dataset.

Total charge: -1
ΔE to the lowest compared entry with this formula, charge and spin: 3.200 eV
Gap between HOMO and LUMO: 5.92 eV
E_HOMO: -2.380 eV
F_max: 4.25 eV/Å
2S+1: 1

```
18
Properties=species:S:1:pos:R:3:nbo_charge:R:1
C -0.26 0.67 0.47 0.5344
H 1.10 -0.26 -1.86 0.1845
H 1.36 -3.64 -1.94 0.4587
O 0.81 -3.50 -1.20 -0.7528
H -0.22 -1.45 -2.19 0.1943
O 0.85 1.00 0.98 -0.8338
H -0.97 1.63 2.08 0.3640
H -0.94 3.24 1.52 0.4587
H 1.96 -2.01 -0.51 0.1431
C 0.29 -0.97 -1.41 -0.4406
H 0.51 -2.14 0.39 0.1887
H 0.46 3.15 1.76 0.4963
H -1.67 -0.02 -0.70 0.1619
H -2.05 1.61 0.75 0.3447
C -0.57 -0.01 -0.68 -0.5803
O -0.26 3.81 1.89 -0.9754
C 0.89 -2.20 -0.61 -0.0669
N -1.30 1.09 1.28 -0.8795
```



2.
The following is a quantum chemistry calculation of a cluster of 8 separate species, C26H55Cl4NO16 in total, from the OMol25 dataset.

Total charge: 0
ΔE to the lowest compared entry with this formula, charge and spin: 0.000 eV
Gap between HOMO and LUMO: 10.13 eV
E_HOMO: -9.617 eV
F_max: 3.34 eV/Å
2S+1: 1

```
102
Properties=species:S:1:pos:R:3:mulliken_charge:R:1
C -24.40 8.34 20.37 -1.4020
C -20.42 8.22 10.92 -0.2285
H -27.36 3.55 16.13 0.3916
C -27.02 4.14 15.27 0.4940
H -25.12 8.24 13.21 0.4068
H -20.97 9.07 11.31 0.2893
C -30.33 10.59 12.29 -0.7430
H -31.63 10.88 10.66 0.3245
C -21.86 6.68 12.02 0.7538
H -28.58 3.04 11.43 0.2071
H -29.81 14.60 7.61 0.3150
H -28.22 4.09 21.82 0.3082
H -22.31 6.99 17.87 0.4547
C -23.51 8.53 16.15 -0.5998
H -27.59 6.68 16.77 0.2979
H -18.43 8.91 11.84 0.3089
C -27.22 5.57 19.28 0.7860
O -29.61 6.32 14.85 -0.7099
H -27.70 4.96 15.02 -0.5804
O -24.79 3.57 7.54 -0.5624
C -30.22 12.79 9.33 0.6682
O -29.89 12.08 10.41 -0.1819
C -29.14 13.75 7.48 -0.6971
C -30.17 7.19 14.14 0.8691
H -24.50 8.10 21.43 0.4186
C -26.89 7.13 17.47 -0.2264
Cl -26.29 6.59 12.05 -0.1294
Cl -27.25 9.14 13.32 -0.1003
H -23.87 9.29 20.41 0.3401
O -27.46 5.57 20.59 -0.3402
H -29.24 8.72 16.03 -0.1453
C -28.27 3.14 10.39 -0.8628
C -30.32 8.77 15.91 0.3807
O -29.06 13.07 8.73 -0.3063
H -28.18 14.23 7.30 0.2684
C -27.26 4.41 21.40 -0.2648
H -22.81 3.68 12.93 0.2514
C -29.89 6.01 12.17 -0.0836
H -26.18 2.85 10.98 0.0864
O -22.83 7.41 12.14 -0.5469
H -24.30 6.45 19.38 -0.0070
H -26.95 3.62 20.72 0.3167
C -26.88 2.51 10.21 0.0658
O -25.15 4.38 9.62 -0.2940
H -28.22 4.21 10.19 0.2050
H -25.41 8.57 20.01 0.2525
H -20.76 8.09 9.89 0.2952
H -29.99 9.70 11.75 0.2042
Cl -25.40 4.78 15.58 -0.1446
H -23.73 4.87 12.12 -0.2066
O -24.04 8.13 17.39 -0.0404
O -21.84 5.36 12.45 -0.3730
C -30.94 11.55 11.19 -0.6108
H -24.26 8.48 15.36 -0.1582
H -27.03 1.46 10.49 0.3170
O -31.34 12.86 8.89 -0.5491
H -31.07 10.29 13.04 0.3469
H -22.78 7.77 15.86 0.3954
Cl -27.06 2.99 13.90 -0.2047
H -18.79 9.36 10.13 0.3780
H -26.10 3.99 23.22 0.3887
H -23.10 9.54 16.25 0.3206
C -23.57 7.23 19.62 0.9464
C -18.87 8.58 10.90 -1.1971
H -29.39 10.99 12.68 0.2716
H -30.16 6.16 11.12 0.3524
O -27.26 6.84 18.81 -0.3443
H -21.98 6.15 20.05 0.2750
C -26.08 7.77 13.39 0.2256
C -25.45 3.58 8.56 0.5982
O -26.95 4.59 18.56 -0.6217
O -20.64 7.06 11.62 -0.2910
O -30.50 7.02 12.88 -0.3186
H -22.96 6.27 21.32 0.2889
H -25.87 6.80 17.31 -0.0807
H -28.81 6.18 12.18 -0.3165
H -31.62 10.43 15.97 0.3465
H -30.00 5.01 12.57 0.3616
C -22.96 7.76 18.30 -0.9589
H -26.95 8.21 17.30 0.2680
H -31.54 12.34 11.64 0.3599
H -26.19 7.24 14.34 -0.4571
H -25.28 4.96 22.07 0.1381
H -26.52 5.75 22.95 0.2962
H -30.28 10.63 16.98 0.4405
H -23.19 4.67 10.05 0.3284
H -29.09 2.72 9.80 0.3667
H -30.01 10.82 15.28 0.2400
C -24.01 5.20 9.58 -0.7598
O -30.65 8.40 14.55 -0.2503
N -22.58 6.80 20.55 -0.7885
H -30.83 8.15 16.65 0.3692
H -24.20 6.16 10.06 0.1447
H -22.39 8.67 18.47 0.3155
C -26.26 4.79 22.50 -0.9706
C -23.03 4.74 12.95 0.4264
H -23.49 5.15 13.85 -0.1414
H -18.25 7.82 10.43 0.3249
C -30.55 10.22 16.01 -1.4268
O -26.45 2.68 8.88 -0.3400
H -23.82 5.30 8.51 0.4824
H -29.61 13.19 6.68 0.2891
```



3.
The following is a quantum chemistry calculation of a cluster of 15 separate species, C3H38NO15 in total, from the OMol25 dataset.

Total charge: +1
ΔE to the lowest compared entry with this formula, charge and spin: 3.444 eV
Gap between HOMO and LUMO: 9.98 eV
E_HOMO: -12.647 eV
F_max: 7.41 eV/Å
2S+1: 1

```
57
Properties=species:S:1:pos:R:3:nbo_charge:R:1
H 2.24 2.02 3.16 0.4608
O 0.61 -2.09 -2.72 -0.9820
H 3.17 -2.78 -2.59 0.4653
H 3.11 1.81 1.90 0.5153
H -1.64 0.72 -1.84 0.4578
O -2.50 -3.03 -0.55 -0.9822
H -1.34 -0.41 1.30 0.2017
O -3.54 0.03 -3.11 -0.9805
O 1.72 1.01 -1.65 -0.7388
H -1.23 4.90 -0.34 0.4858
O -1.54 2.60 -2.79 -0.9802
H 1.88 -0.74 3.83 0.4940
O 1.02 -0.89 4.26 -0.9728
H 0.03 0.67 1.91 0.2720
H -3.44 -0.35 1.16 0.4992
H 0.93 -2.99 -2.37 0.4910
H -4.25 -0.17 -2.39 0.4895
H 1.33 3.78 -1.13 0.4893
C -0.05 0.27 -0.31 -0.0347
O -2.08 -3.06 2.28 -1.0075
H -2.69 -3.48 3.07 0.5019
H -2.37 -3.42 0.35 0.5105
O 1.58 -2.81 0.51 -0.9490
H -0.83 -0.85 -2.09 0.4961
H -4.65 -0.52 0.14 0.4833
H 1.58 4.46 0.18 0.4729
H -1.17 -2.92 2.62 0.5113
O 0.96 -3.35 3.24 -0.9693
C -0.73 0.51 1.14 -0.6457
O 3.37 -2.07 -1.90 -0.9394
H 1.62 -2.69 3.39 0.4917
O -0.65 4.40 -0.98 -0.9858
H 0.75 -3.86 3.93 0.4846
H 4.71 3.08 0.16 0.4750
O -3.87 0.05 0.33 -0.9666
H -2.30 2.32 -3.19 0.4932
H 3.21 2.98 -0.08 0.4968
H 2.11 0.09 -1.31 0.4873
H -3.39 -2.86 -0.75 0.4663
H -3.95 -0.10 -3.99 0.4974
C 0.73 1.49 -0.73 -0.1005
H -1.49 1.31 0.88 0.2134
O 2.62 1.39 2.66 -0.9871
O 4.01 2.46 0.17 -0.9912
N -1.16 -0.15 -1.33 -0.7899
H -2.00 -0.40 -0.69 0.4686
H -0.97 3.15 -3.42 0.5185
H 1.76 -2.96 1.39 0.4769
H 0.72 -3.19 0.52 0.4727
O 1.91 4.01 -0.49 -0.9239
H 0.16 2.28 -1.24 0.1999
H 1.22 1.72 0.21 0.1948
H 1.43 -1.56 -2.90 0.5046
H 3.10 -2.49 -1.13 0.4819
H 0.62 -0.60 -0.39 0.2308
H 0.90 -0.43 5.04 0.4825
H -1.25 3.71 -1.32 0.4919
```



4.
The following is a quantum chemistry calculation of a cluster of 5 separate species, C8H20Cl6O2 in total, from the OMol25 dataset.

Total charge: 0
Gap between HOMO and LUMO: 10.63 eV
E_HOMO: -10.283 eV
F_max: 2.26 eV/Å
2S+1: 1

```
36
Properties=species:S:1:pos:R:3:nbo_charge:R:1
Cl 6.41 -4.59 -8.74 -0.0601
C 6.02 -5.09 -7.09 -0.3931
C 7.28 -5.00 -6.26 -0.4113
C -1.16 1.75 -2.19 -0.3745
H 5.49 -6.04 -7.13 0.2289
H 2.74 -3.24 3.61 0.1759
C 0.22 1.24 -1.80 -0.4235
Cl -3.80 0.87 4.93 -0.0510
O 3.33 -1.17 3.74 -0.7178
H -7.99 4.64 -0.40 0.1583
H -7.75 4.21 1.30 0.1593
H 5.26 -4.36 -6.81 0.2214
H -1.77 1.83 -1.29 0.2242
Cl 1.19 0.67 -3.11 -0.0316
C -2.29 1.57 5.54 -0.3850
H -1.08 2.74 -2.66 0.2163
H -1.71 0.80 6.05 0.2218
Cl -3.36 4.05 5.99 -0.0184
Cl -1.92 0.61 -3.36 -0.0552
H -1.50 3.10 6.86 0.2208
H 3.12 -2.22 2.18 0.1723
H 0.90 1.87 -1.24 0.2327
H 4.46 -2.69 3.19 0.1607
H 4.24 -1.06 4.01 0.4626
H -9.69 5.08 0.95 0.4566
Cl 8.29 -6.36 -6.67 -0.0374
H -2.89 2.38 7.52 0.2198
H 0.02 0.37 -1.17 0.2117
H -8.16 2.91 0.13 0.1842
C -2.48 2.71 6.57 -0.4268
C 3.39 -2.46 3.21 -0.2536
H -1.73 1.94 4.68 0.2187
H 7.04 -5.15 -5.21 0.2213
C -8.30 3.96 0.39 -0.2453
H 7.82 -4.06 -6.41 0.2303
O -9.66 4.16 0.67 -0.7130
```



5.
The following is a quantum chemistry calculation of a cluster of 2 separate species, C6H8N2O4 in total, from the OMol25 dataset.

Total charge: 0
ΔE to the lowest compared entry with this formula, charge and spin: 0.828 eV
Gap between HOMO and LUMO: 10.13 eV
E_HOMO: -9.839 eV
F_max: 3.75 eV/Å
2S+1: 1

```
20
Properties=species:S:1:pos:R:3:nbo_charge:R:1
H 2.14 0.37 3.58 0.2351
C -0.02 -1.61 -1.60 0.0819
H 2.16 -0.44 1.98 0.2311
H 0.62 -2.45 -1.93 0.2199
C 2.06 0.51 2.52 -0.7290
H -0.92 -2.61 0.13 0.2571
C -0.96 0.46 -2.35 0.7687
H -2.18 1.15 -1.01 0.4243
C -1.50 -0.53 -0.16 0.6309
N -0.18 -0.62 -2.50 -0.5865
H 0.22 -0.84 -3.37 0.4217
H 2.93 1.12 2.06 0.2405
C -0.74 -1.74 -0.47 -0.3912
O 0.73 1.41 0.85 -0.6981
N -1.62 0.40 -1.22 -0.6267
O -1.13 1.34 -3.17 -0.6096
H -0.15 1.71 0.60 0.4916
O -0.15 1.45 2.95 -0.5663
O -2.02 -0.21 0.95 -0.5908
C 0.71 1.12 2.16 0.7956
```



6.
The following is a quantum chemistry calculation of a structure of composition C46H46HgN7O4P3, from the OMol25 dataset.

Total charge: +1
ΔE to the lowest compared entry with this formula, charge and spin: 2.876 eV
Gap between HOMO and LUMO (alpha / beta): 6.68 / 6.61 eV
E_HOMO (alpha / beta): -8.347 / -9.069 eV
F_max: 0.79 eV/Å
2S+1: 2

```
107
Properties=species:S:1:pos:R:3:mulliken_spin:R:1
C -2.80 2.30 -1.27 0.0003
H -3.47 -1.23 -1.03 -0.0050
H -1.20 3.87 4.71 0.0001
C 0.06 4.49 -4.48 -0.0026
H 1.87 1.77 -2.13 0.0043
H -5.55 -3.13 3.17 0.0001
H 0.26 -1.71 -2.19 -0.0347
C -3.55 -0.98 2.14 -0.0092
C 2.89 -2.57 0.66 0.0208
H 5.03 -2.62 -1.52 -0.0014
Hg -0.42 -0.20 0.79 0.5472
P -2.94 -0.62 3.82 -0.0028
N -4.74 -1.63 1.93 0.0012
H -2.52 -2.25 6.36 -0.0001
C -1.52 -1.77 3.78 0.0010
C -2.26 -3.13 5.78 0.0008
H -6.36 3.73 -0.75 -0.0001
H -4.87 3.40 1.19 0.0001
C 3.21 2.86 -0.88 0.0006
C 6.14 -1.96 -3.23 0.0005
H 0.09 -4.35 4.85 0.0001
H 0.94 0.92 -3.54 -0.0022
C 3.85 -0.60 -3.97 -0.0003
C -3.25 2.63 0.01 0.0032
C -3.74 -1.29 0.02 -0.0048
H 0.41 -5.59 -1.50 0.0011
H -5.60 -1.49 3.83 0.0001
C -5.70 -2.08 2.93 0.0007
C 4.67 1.55 0.49 -0.0032
C 0.27 0.08 -3.38 0.0045
C -0.32 3.32 -3.83 0.0021
P 2.45 -1.09 -1.65 0.0626
H 7.02 -1.15 -5.01 0.0000
H -5.71 -2.33 0.15 0.0004
C -3.65 2.49 -2.36 -0.0057
H 2.29 -5.44 -1.77 0.0000
H -1.74 0.83 -3.52 -0.0039
C -5.37 3.32 -0.89 -0.0008
C 2.53 -4.55 -1.19 -0.0047
C 0.24 -2.86 3.19 -0.0016
C 2.62 -1.83 1.88 0.0193
O -0.31 -4.95 -1.44 0.0002
C 4.21 2.79 0.07 0.0047
N -2.93 -0.77 0.99 0.0641
N -0.56 -1.80 2.88 0.0562
C -2.06 0.96 3.60 -0.0041
H -1.53 -0.35 -2.24 0.0140
H -3.00 1.03 6.22 0.0000
H 0.00 -0.27 -4.38 0.0019
C 3.78 -3.62 0.59 -0.0112
C 4.11 0.38 0.00 0.0217
N -1.23 1.32 2.64 0.0357
C 0.24 5.66 -3.77 0.0066
C -4.53 3.14 0.19 0.0031
C 2.62 1.69 -1.37 -0.0425
N 2.11 -2.28 -0.52 0.0466
H 0.21 4.47 -5.55 -0.0003
O 3.33 -2.27 2.94 0.0044
H 0.15 6.59 -1.83 -0.0001
H -0.51 4.51 -0.67 -0.0032
C -1.32 2.97 4.14 0.0016
H -3.31 2.26 -3.37 0.0004
H 7.04 -2.51 -2.94 0.0000
H 5.50 1.48 1.19 -0.0003
C 3.73 -4.51 -0.49 0.0008
H 1.39 -1.77 -3.53 -0.0029
C 5.02 -2.02 -2.42 -0.0032
C -4.93 2.99 -2.17 0.0017
C -0.26 -3.49 4.31 0.0012
H 2.88 3.81 -1.27 -0.0002
C 6.13 -1.21 -4.39 -0.0003
H -2.59 2.47 0.85 -0.0163
C 3.86 -1.34 -2.79 -0.0002
C -4.86 -1.83 0.58 0.0098
C 4.98 -0.53 -4.77 0.0010
H -1.76 -3.84 6.43 0.0001
H -6.71 -1.95 2.53 -0.0001
O 1.86 -0.89 1.98 -0.0498
C -0.53 3.31 -2.45 0.0841
P -1.03 1.85 -1.44 0.0595
N -2.15 1.96 4.54 0.0007
H 4.52 -0.57 0.28 0.0015
C 0.15 -3.72 -1.12 0.0467
C 0.99 -1.13 -2.74 0.0861
C -0.75 2.55 2.97 -0.0055
H 1.11 -3.11 2.61 0.0015
C 0.02 5.67 -2.39 -0.0029
H 3.09 -1.70 3.69 -0.0010
H 2.95 -0.07 -4.28 -0.0002
C 3.03 0.45 -0.89 -0.0100
H 4.96 0.05 -5.68 0.0000
C 1.58 -3.54 -1.03 -0.0263
C -3.00 2.00 5.72 0.0006
H 0.54 6.57 -4.28 0.0006
C -1.07 0.51 -2.72 0.0179
O -0.69 -2.85 -0.95 -0.0021
H -4.03 2.25 5.45 -0.0001
H -0.03 3.06 2.34 -0.0016
H -3.18 -3.59 5.41 -0.0002
H -0.46 2.41 -4.41 0.0014
H 4.44 -3.80 1.43 0.0000
H -5.58 3.15 -3.02 0.0001
C -0.35 4.50 -1.74 0.0197
H -2.63 2.75 6.41 0.0000
H 4.66 3.69 0.46 0.0002
N -1.37 -2.79 4.68 0.0000
H 4.48 -5.28 -0.62 0.0002
```



7.
The following is a quantum chemistry calculation of a cluster of 2 separate species, C9H14N4 in total, from the OMol25 dataset.

Total charge: 0
ΔE to the lowest compared entry with this formula, charge and spin: 2.408 eV
Gap between HOMO and LUMO: 9.07 eV
E_HOMO: -8.357 eV
F_max: 5.48 eV/Å
2S+1: 1

```
27
Properties=species:S:1:pos:R:3:nbo_charge:R:1
C 0.54 -1.78 1.98 0.0748
C 0.32 3.68 -3.89 -0.6502
C -1.19 0.83 -2.15 0.1784
C 0.31 -2.65 3.03 -0.1187
H 3.17 -1.46 3.83 0.1932
N 1.36 -2.55 3.94 -0.5545
H 1.37 3.54 -4.26 0.2180
H -2.31 -1.35 0.52 0.2205
H -1.35 -2.60 -0.35 0.2147
N 1.82 -1.19 2.24 -0.4526
N -0.95 1.57 -1.07 -0.5515
H -0.38 -3.49 3.18 0.2127
H 1.41 -3.41 4.51 0.4195
C -0.38 2.84 -1.48 -0.1551
H -1.55 -0.28 -2.10 0.2120
C 2.28 -1.69 3.36 0.1838
C -0.13 2.64 -2.85 0.1173
C -0.08 -1.21 0.84 -0.4362
H -1.34 -2.80 1.29 0.2158
H -0.08 -0.14 1.11 0.2185
H -0.90 1.47 -0.02 0.4310
H -0.44 3.68 -0.73 0.2251
H 0.67 -1.38 -0.05 0.2371
N -0.85 1.51 -3.29 -0.4869
H -0.31 3.47 -4.72 0.2390
C -1.44 -1.96 0.56 -0.6271
H 0.45 4.72 -3.45 0.2213
```



8.
The following is a quantum chemistry calculation of the molecule C3H5N3S, from the OMol25 dataset.

Total charge: 0
ΔE to the lowest compared entry with this formula, charge and spin: 0.952 eV
Gap between HOMO and LUMO: 9.06 eV
E_HOMO: -8.417 eV
F_max: 1.24 eV/Å
2S+1: 1

```
12
Properties=species:S:1:pos:R:3:nbo_charge:R:1
N 0.77 1.39 0.47 -0.2016
S 1.36 -2.43 1.10 -0.2461
N -0.23 -0.97 -0.44 -0.5857
H -0.34 2.36 -0.91 0.2035
C -1.03 0.23 -0.69 -0.2881
N 0.98 0.18 1.11 -0.4594
H 1.79 0.19 1.76 0.4212
H -1.35 0.22 -1.72 0.2222
H -0.53 -1.85 -0.81 0.4216
H -1.93 0.27 -0.06 0.2044
C -0.17 1.42 -0.39 0.0437
C 0.67 -1.03 0.56 0.2642
```